No. 1
{"formula": "C17H20ClNO6P", "method": "ωB97M-V with the def2-TZVPD basis set", "species": ["C", "C", "C", "Cl", "P", "N", "C", "C", "O", "O", "H", "H", "H", "H", "H", "H", "H", "H", "H", "H", "H", "H", "C", "C", "C", "O", "C", "C", "C", "O", "H", "H", "H", "H", "C", "C", "C", "O", "C", "C", "C", "O", "H", "H", "H", "H"], "xyz": [[3.779, 0.286, 1.541], [2.297, 0.706, 1.595], [1.974, 1.967, 0.798], [0.359, 2.560, 1.321], [1.876, 1.699, -1.003], [2.850, 0.458, -1.551], [2.260, 3.307, -1.783], [3.667, 3.677, -1.317], [4.555, 3.000, -1.571], [3.830, 4.813, -0.606], [4.090, 0.046, 2.554], [3.946, -0.612, 0.961], [4.443, 1.087, 1.228], [1.655, -0.134, 1.341], [2.060, 0.938, 2.628], [2.713, 2.728, 1.036], [0.554, 1.418, -1.392], [2.274, -0.190, -2.104], [3.499, 0.866, -2.230], [1.569, 4.068, -1.425], [2.247, 3.233, -2.864], [3.659, 5.582, -1.172], [-1.112, -2.315, -0.893], [-1.445, -3.362, -0.141], [-0.680, -4.633, -0.204], [-0.982, -5.585, 0.478], [0.475, -4.689, -1.139], [0.807, -3.642, -1.889], [0.038, -2.379, -1.821], [0.339, -1.414, -2.506], [-1.659, -1.371, -0.861], [-2.282, -3.339, 0.546], [1.023, -5.622, -1.171], [1.644, -3.663, -2.577], [-4.879, -0.038, -0.067], [-5.965, -0.083, 0.700], [-5.865, -0.007, 2.180], [-6.850, -0.050, 2.881], [-4.506, 0.123, 2.768], [-3.423, 0.168, 1.997], [-3.528, 0.092, 0.522], [-2.533, 0.135, -0.184], [-4.930, -0.092, -1.147], [-6.962, -0.177, 0.289], [-4.452, 0.177, 3.848], [-2.425, 0.261, 2.405]], "gap_ev": 8.617, "lumo_ha": -0.144, "charge": 1, "largest_force_ev_per_a": 5.27, "e_homo_ev": -12.5, "e_tot_ha": -1967.23537, "de_lowest_kcal_mol": 0.0}



No. 2
{"formula": "C18H24ClFN3O2", "method": "ωB97M-V with the def2-TZVPD basis set", "species": ["Cl", "C", "N", "C", "C", "N", "F", "C", "C", "C", "C", "H", "H", "H", "H", "H", "H", "H", "H", "H", "H", "H", "H", "H", "H", "C", "C", "O", "C", "C", "C", "C", "C", "C", "C", "C", "C", "N", "O", "H", "H", "H", "H", "H", "H", "H", "H", "H", "H"], "xyz": [[1.579, 2.984, -1.472], [1.087, 1.414, -0.752], [0.899, 1.459, 0.718], [2.212, 1.824, 1.478], [1.931, 1.754, 2.980], [0.552, 1.284, 3.154], [0.170, 2.960, 7.116], [0.248, -0.047, 2.640], [0.476, 0.020, 1.137], [-0.362, 2.329, 2.697], [-0.231, 2.438, 1.168], [0.145, 1.130, -1.228], [1.877, 0.696, -0.986], [2.935, 1.045, 1.158], [2.455, 2.847, 1.127], [2.672, 1.097, 3.454], [2.028, 2.764, 3.398], [0.894, -0.800, 3.110], [-0.800, -0.286, 2.858], [-0.470, -0.153, 0.586], [1.331, -0.616, 0.829], [-1.409, 2.103, 2.944], [-0.083, 3.296, 3.138], [0.115, 3.433, 0.820], [-1.136, 2.065, 0.641], [3.503, -1.780, 6.698], [2.111, -1.510, 6.158], [1.688, -0.103, 6.712], [0.423, 0.334, 6.609], [0.040, 1.591, 7.490], [-1.483, 1.448, 7.817], [-2.506, 0.886, 7.011], [-3.817, 1.367, 7.060], [-4.171, 2.425, 7.864], [-3.203, 2.985, 8.678], [-1.899, 2.487, 8.666], [1.147, 1.480, 8.490], [2.102, 1.730, 9.180], [-0.350, -0.266, 5.852], [3.994, -2.534, 6.061], [4.106, -0.857, 6.693], [3.500, -2.200, 7.721], [2.088, -1.393, 5.072], [1.405, -2.286, 6.491], [-2.259, 0.204, 6.217], [-4.514, 1.084, 6.241], [-5.177, 2.897, 7.785], [-3.362, 4.005, 9.094], [-1.112, 3.151, 9.032]], "gap_ev": 8.853, "lumo_ha": -0.097, "charge": 1, "largest_force_ev_per_a": 6.17, "e_homo_ev": -11.5, "e_tot_ha": -1574.72922, "de_lowest_kcal_mol": 37.9}



No. 3
{"formula": "C5H7N3O", "method": "ωB97M-V with the def2-TZVPD basis set", "species": ["C", "C", "C", "C", "C", "H", "H", "H", "H", "H", "H", "H", "N", "N", "N", "O"], "xyz": [[0.881, -0.691, -0.382], [0.368, -0.292, 0.826], [-1.422, 0.995, 1.529], [-1.176, 0.389, -0.785], [-0.190, -0.214, -1.461], [2.052, -2.264, -0.749], [2.910, -0.783, -0.857], [0.847, -0.244, 1.826], [-2.291, 1.496, 1.332], [-0.350, 1.138, 3.149], [-1.786, 1.277, -1.241], [0.491, -0.782, -2.968], [2.096, -1.378, -1.050], [-0.821, 0.222, 0.706], [-1.239, 1.584, 2.801], [-0.369, -0.454, -2.676]], "smiles": "[H]/N=C\\n1cc(N)c(O)c1", "gap_ev": 9.129, "lumo_ha": 0.020, "largest_force_ev_per_a": 10.65, "e_homo_ev": -8.6, "e_tot_ha": -434.07257, "de_lowest_kcal_mol": 107.8}



No. 4
{"formula": "C14H12I2NOS3Tl", "method": "ωB97M-V with the def2-TZVPD basis set", "species": ["Tl", "S", "C", "N", "C", "C", "C", "C", "C", "C", "S", "H", "H", "H", "H", "I", "I", "C", "S", "O", "C", "C", "C", "C", "C", "C", "H", "H", "H", "H", "H", "H", "H", "H"], "xyz": [[0.469, 0.410, -1.385], [-1.136, -0.415, 1.594], [-0.687, -1.921, 0.833], [0.262, -1.990, -0.069], [0.473, -3.302, -0.438], [1.431, -3.746, -1.364], [1.512, -5.090, -1.617], [0.656, -6.009, -0.973], [-0.286, -5.599, -0.062], [-0.364, -4.227, 0.208], [-1.402, -3.406, 1.305], [2.089, -3.039, -1.852], [2.247, -5.459, -2.319], [0.743, -7.062, -1.204], [-0.936, -6.307, 0.431], [-2.341, -1.138, -2.382], [-3.020, 0.246, -4.549], [2.102, -0.041, 4.230], [1.507, 0.111, 2.564], [-0.016, -0.325, 2.875], [1.423, 1.843, 2.299], [0.409, 2.615, 2.860], [0.430, 3.980, 2.630], [1.452, 4.548, 1.874], [2.458, 3.761, 1.329], [2.446, 2.389, 1.529], [1.468, 0.562, 4.879], [3.127, 0.330, 4.222], [2.080, -1.095, 4.500], [-0.375, 2.168, 3.458], [-0.345, 4.604, 3.053], [1.459, 5.616, 1.705], [3.252, 4.213, 0.750], [3.228, 1.765, 1.109]], "gap_ev": 7.426, "lumo_ha": -0.264, "charge": 2, "largest_force_ev_per_a": 0.35, "e_homo_ev": -14.6, "e_tot_ha": -2632.55975, "de_lowest_kcal_mol": 0.0}



No. 5
{"formula": "C29H45N4O2SZn", "method": "ωB97M-V with the def2-TZVPD basis set", "species": ["Zn", "C", "C", "C", "C", "C", "C", "C", "N", "C", "C", "C", "C", "C", "C", "O", "C", "C", "C", "C", "C", "C", "C", "C", "C", "O", "C", "C", "C", "C", "C", "C", "H", "H", "H", "H", "H", "H", "H", "H", "H", "H", "H", "H", "H", "H", "H", "H", "H", "H", "H", "H", "H", "H", "H", "H", "H", "H", "H", "H", "H", "H", "H", "H", "H", "H", "H", "H", "H", "H", "H", "H", "N", "N", "C", "N", "S", "H", "H", "H", "H", "H"], "xyz": [[-0.086, -0.333, -0.342], [4.155, 5.846, -0.696], [3.047, 5.395, -1.662], [1.865, 6.360, -1.531], [3.559, 5.466, -3.108], [2.660, 3.965, -1.335], [1.399, 3.605, -0.949], [1.090, 2.253, -0.681], [-0.101, 1.732, -0.428], [-1.326, 2.205, -0.223], [-1.721, 3.491, 0.203], [-3.044, 3.794, 0.387], [-4.015, 2.813, 0.060], [-3.714, 1.545, -0.356], [-2.337, 1.170, -0.443], [-1.971, -0.008, -0.745], [-4.770, 0.521, -0.742], [-4.681, -0.672, 0.220], [-6.192, 1.084, -0.680], [-4.497, 0.072, -2.187], [-3.450, 5.159, 0.921], [-4.964, 5.388, 0.875], [-3.001, 5.283, 2.387], [-2.774, 6.252, 0.079], [2.129, 1.217, -0.789], [1.820, 0.022, -0.498], [3.439, 1.616, -1.196], [3.648, 2.949, -1.440], [4.598, 0.634, -1.354], [5.157, 0.741, -2.781], [4.224, -0.831, -1.116], [5.681, 1.015, -0.334], [4.396, 6.889, -0.883], [5.063, 5.263, -0.825], [3.827, 5.749, 0.338], [2.195, 7.364, -1.785], [1.482, 6.385, -0.512], [1.061, 6.090, -2.213], [3.824, 6.493, -3.345], [2.785, 5.138, -3.798], [4.438, 4.846, -3.259], [0.602, 4.324, -0.912], [-0.960, 4.217, 0.438], [-5.051, 3.080, 0.154], [-4.831, -0.336, 1.246], [-3.712, -1.158, 0.145], [-5.452, -1.398, -0.023], [-6.462, 1.383, 0.330], [-6.888, 0.310, -0.995], [-6.313, 1.932, -1.351], [-3.540, -0.434, -2.263], [-4.488, 0.935, -2.851], [-5.277, -0.609, -2.517], [-5.489, 4.694, 1.527], [-5.345, 5.296, -0.140], [-5.182, 6.395, 1.225], [-3.481, 4.522, 2.999], [-3.291, 6.258, 2.772], [-1.924, 5.184, 2.492], [-3.021, 6.122, -0.972], [-1.692, 6.235, 0.183], [-3.122, 7.230, 0.398], [4.632, 3.256, -1.754], [4.378, 0.527, -3.509], [5.955, 0.017, -2.913], [5.560, 1.728, -2.989], [3.447, -1.157, -1.802], [3.875, -0.990, -0.099], [5.104, -1.451, -1.276], [6.054, 2.021, -0.502], [6.516, 0.323, -0.407], [5.280, 0.962, 0.677], [-0.037, -0.215, 1.938], [0.010, -1.482, 2.523], [-0.014, -2.632, 1.809], [0.012, -3.771, 2.508], [-0.083, -2.704, 0.139], [0.823, 0.305, 2.119], [-0.817, 0.330, 2.307], [0.070, -1.536, 3.534], [0.088, -3.793, 3.511], [-0.011, -4.645, 2.009]], "gap_ev": 5.362, "lumo_ha": -0.173, "charge": 1, "largest_force_ev_per_a": 1.12, "e_homo_ev": -10.1, "e_tot_ha": -3678.92049, "de_lowest_kcal_mol": 2.6}